1.
# C60H171F4N17O26PbS4

A structure of composition C60H171F4N17O26PbS4 in a non-equilibrium geometry (ωB97M-V/def2-TZVPD, the OMol25 dataset).

Each line ends with the Mulliken charge.
Positions of all 283 atoms, in Å:
Pb 10.863 16.563 11.319  2.7549
N 10.328 15.457 13.394  -0.1893
S 9.211 14.780 14.121  0.5647
O 8.244 15.619 14.795  -0.6264
O 9.300 13.340 14.324  -0.6470
F 8.393 14.684 12.773  -0.3001
S 11.377 15.245 14.777  0.8373
O 12.174 13.982 14.894  -0.5547
O 10.910 15.766 16.105  -0.5553
F 12.555 16.417 14.371  -0.1371
N 11.612 17.593 9.218  -0.0307
S 12.401 19.161 9.101  -1.2799
O 11.847 20.093 8.093  0.3349
O 13.803 19.149 9.308  -0.5244
F 11.856 19.729 10.479  0.0462
S 11.377 17.495 7.746  -0.4712
O 12.564 17.315 6.872  -0.3484
O 10.064 17.986 7.160  0.3047
F 11.136 15.845 7.820  -0.1659
O 8.631 17.941 11.507  0.6013
H 8.589 18.836 11.846  -0.2821
H 7.740 17.605 11.606  0.0047
O 11.448 18.416 13.040  0.6382
H 11.107 18.980 13.733  0.0886
H 12.294 18.113 13.371  -0.3602
O 9.281 15.238 10.000  0.4620
H 8.547 14.691 10.282  -0.0521
H 9.110 15.409 9.074  -0.2723
C 5.960 17.558 9.125  -1.6528
C 6.697 17.450 7.837  2.2537
C 6.207 16.226 6.951  -1.3192
O 6.971 15.946 5.780  -0.0915
C 6.472 14.918 4.882  -0.8911
N 6.577 18.690 7.020  -0.5511
H 4.888 17.736 9.032  0.3435
H 6.258 18.460 9.659  0.2449
H 6.068 16.801 9.902  0.3468
H 7.745 17.291 8.091  -0.8714
H 5.221 16.340 6.500  0.4672
H 6.162 15.262 7.457  0.4573
H 6.157 14.118 5.552  0.3673
H 7.177 14.451 4.194  0.1672
H 5.564 15.195 4.347  0.3343
H 6.974 19.437 7.571  0.0741
H 7.033 18.510 6.137  0.1153
C 12.869 10.869 2.692  -1.6338
C 12.269 11.650 3.821  0.8032
C 10.784 11.924 3.574  -1.1384
O 10.091 12.627 4.589  -0.0027
C 10.388 14.051 4.697  -0.5093
N 12.582 10.957 5.062  -0.3961
H 12.732 9.793 2.806  0.3807
H 13.959 10.841 2.702  0.3541
H 12.506 11.185 1.715  0.4170
H 12.601 12.683 3.720  -0.0061
H 10.225 10.988 3.587  0.3931
H 10.580 12.398 2.614  0.3653
H 10.087 14.453 5.664  0.0818
H 9.722 14.569 4.007  0.2686
H 11.431 14.350 4.593  0.2416
H 11.938 10.180 5.027  0.3466
H 12.262 11.434 5.893  0.0496
C 16.567 19.912 7.077  -1.4230
C 16.381 19.478 5.651  1.0775
C 15.008 18.954 5.267  0.0424
O 15.019 18.433 4.009  -0.4743
C 13.993 17.495 3.766  -0.6551
N 16.781 20.612 4.870  -0.8134
H 17.585 19.970 7.462  0.5046
H 16.066 19.287 7.817  -0.0886
H 16.074 20.866 7.264  0.5054
H 17.076 18.680 5.390  0.0071
H 14.162 19.641 5.286  0.1566
H 14.808 18.233 6.060  -0.1944
H 13.045 17.998 3.577  0.0775
H 13.817 16.764 4.555  0.0920
H 14.108 16.954 2.827  0.3413
H 17.069 20.388 3.928  0.2648
H 17.649 20.908 5.295  0.2726
C 15.445 20.503 14.900  -1.6003
C 14.991 19.921 13.562  0.8629
C 15.894 20.085 12.276  -0.3067
O 17.258 19.708 12.311  -0.4703
C 17.806 19.569 11.107  -0.7929
N 14.733 18.512 13.826  -0.6511
H 14.551 20.510 15.524  0.4021
H 15.686 21.552 14.724  0.3711
H 16.338 19.965 15.218  0.3795
H 14.048 20.433 13.372  -0.2583
H 15.822 21.137 12.002  0.4677
H 15.521 19.607 11.370  -0.0762
H 17.488 18.722 10.500  0.2198
H 18.888 19.500 11.220  0.4377
H 17.679 20.438 10.461  0.3575
H 15.599 18.021 14.001  0.2546
H 14.410 18.468 14.781  0.2415
C 9.007 12.389 9.070  -1.2568
C 8.800 10.962 8.742  0.6037
C 9.209 10.614 7.239  -0.3186
O 9.081 9.242 6.886  -0.3989
C 7.739 8.682 6.748  -0.7850
N 9.498 9.992 9.607  -0.5934
H 8.746 12.606 10.106  0.5013
H 8.351 13.047 8.500  0.1869
H 10.043 12.651 8.855  0.0264
H 7.754 10.717 8.928  0.3855
H 10.226 10.901 6.974  -0.1813
H 8.692 11.273 6.541  0.4003
H 7.069 9.125 6.012  0.2956
H 7.249 8.647 7.721  0.2883
H 7.810 7.641 6.434  0.3061
H 9.184 9.036 9.515  0.2368
H 9.386 10.013 10.611  0.2160
C 11.175 23.982 4.705  -0.7629
C 11.883 23.821 3.313  0.5122
C 10.923 23.934 2.147  -1.0711
O 10.137 22.826 2.314  -0.2858
C 9.078 22.748 1.352  -0.9825
N 13.032 24.686 3.165  -0.8047
H 10.665 24.945 4.699  0.3248
H 12.006 24.092 5.402  0.1955
H 10.383 23.283 4.972  0.1705
H 12.214 22.798 3.135  0.1403
H 11.507 23.862 1.229  0.4146
H 10.400 24.883 2.262  0.3337
H 9.516 22.847 0.359  0.4182
H 8.327 23.537 1.391  0.3109
H 8.703 21.725 1.332  0.2096
H 12.714 25.548 3.583  0.3353
H 13.713 24.242 3.765  0.2965
C 10.358 18.135 3.465  -1.5566
C 9.820 19.616 3.416  0.0711
C 8.676 19.865 4.389  -0.0061
O 8.022 21.110 3.999  -0.2258
C 6.991 21.672 4.830  -0.5772
N 11.018 20.446 3.528  -0.2405
H 9.512 17.542 3.118  0.5361
H 10.707 17.914 4.474  0.0159
H 11.225 18.084 2.807  0.3992
H 9.480 19.833 2.404  0.3134
H 9.064 19.755 5.402  0.0839
H 7.814 19.200 4.351  0.4563
H 7.191 22.743 4.851  0.3527
H 6.857 21.258 5.830  0.0356
H 6.069 21.412 4.310  0.3070
H 10.658 21.358 3.284  0.2151
H 11.305 20.402 4.495  0.2294
C 18.397 14.137 2.334  -1.5755
C 17.211 15.113 2.635  0.3562
C 16.144 15.090 1.560  0.7667
O 16.724 15.532 0.343  -0.3684
C 15.698 15.893 -0.626  -0.7540
N 16.713 14.965 4.058  -0.0640
H 18.666 14.230 1.282  0.3792
H 18.035 13.110 2.382  0.3933
H 19.282 14.116 2.970  0.3404
H 17.682 16.095 2.600  0.1403
H 15.354 15.698 2.000  -0.5660
H 15.852 14.059 1.359  0.2932
H 14.990 15.105 -0.881  0.2927
H 16.296 16.347 -1.417  0.3162
H 15.124 16.744 -0.262  0.2601
H 16.638 13.987 4.301  0.2381
H 15.730 15.197 4.044  -0.1508
C 13.060 25.152 12.633  -1.2122
C 12.834 25.277 14.164  0.8269
C 13.723 24.299 14.974  -0.2749
O 13.487 24.426 16.359  -0.3900
C 13.852 23.254 17.107  -0.7191
N 13.216 26.599 14.532  -0.8011
H 12.495 25.862 12.027  0.2786
H 12.951 24.105 12.351  -0.1420
H 14.123 25.291 12.440  0.4283
H 11.795 25.179 14.476  0.2537
H 14.797 24.236 14.795  0.3528
H 13.361 23.289 14.782  -0.1257
H 14.930 23.094 17.108  0.3143
H 13.385 22.308 16.835  0.1888
H 13.722 23.615 18.127  0.3548
H 14.216 26.663 14.655  0.3160
H 13.031 26.575 15.524  0.3584
C 19.390 16.301 11.135  -0.6062
C 20.224 15.481 10.086  0.4559
C 19.959 15.690 8.558  -0.8339
O 18.517 15.724 8.341  -0.0589
C 18.136 16.312 7.088  -0.6421
N 21.601 15.914 10.378  -0.7498
H 18.324 16.074 11.142  -0.0485
H 19.665 17.350 11.025  -0.0047
H 19.625 15.995 12.154  0.4146
H 20.123 14.416 10.293  0.3091
H 20.542 14.972 7.981  0.2720
H 20.306 16.680 8.263  0.3495
H 17.097 16.580 7.276  0.0050
H 18.136 15.523 6.335  0.2260
H 18.877 17.083 6.877  0.4070
H 22.344 15.514 9.822  0.2628
H 21.722 16.902 10.208  0.2329
C 14.614 14.869 12.592  -1.3967
C 14.222 15.641 11.279  0.3442
C 13.370 14.862 10.186  -0.3420
O 12.130 14.481 10.818  0.2694
C 12.035 13.109 11.163  -0.0340
N 13.582 16.889 11.666  1.9404
H 13.706 14.451 13.027  0.0156
H 15.132 15.599 13.214  0.3303
H 15.331 14.062 12.446  0.4453
H 15.168 15.907 10.807  0.5857
H 13.901 14.039 9.708  0.3755
H 13.301 15.338 9.208  -0.1883
H 12.906 12.620 11.598  0.4590
H 11.778 12.584 10.243  -0.6910
H 11.188 12.889 11.813  0.0332
H 13.551 17.510 10.871  -0.8770
H 14.139 17.398 12.337  -0.7721
C 13.067 23.459 9.380  -0.4480
C 11.666 24.039 9.012  1.0294
C 11.588 25.455 8.429  -0.7779
O 12.280 26.328 9.260  -0.2115
C 12.010 27.649 9.004  -0.8591
N 10.948 23.102 8.190  0.3752
H 13.932 24.058 9.094  0.3499
H 13.171 22.502 8.869  0.1758
H 13.051 23.318 10.461  -0.2809
H 11.200 23.970 9.995  -0.2985
H 10.536 25.731 8.348  0.4200
H 12.056 25.520 7.447  0.1946
H 12.759 28.252 9.517  0.2301
H 10.965 27.723 9.306  0.3493
H 12.199 27.781 7.939  0.3146
H 11.389 22.820 7.326  -0.2615
H 10.988 22.187 8.615  -0.1163
C 10.097 22.488 13.692  -1.8363
C 9.020 21.672 12.973  1.6101
C 8.372 20.615 13.879  -1.3166
O 9.468 19.734 14.372  -0.2956
C 8.938 18.666 15.088  -0.7879
N 7.933 22.649 12.716  -0.8024
H 9.951 22.783 14.731  0.3578
H 10.357 23.405 13.163  0.5631
H 11.038 21.940 13.645  0.1171
H 9.306 21.277 11.998  -0.0005
H 7.688 20.070 13.229  0.5286
H 7.828 21.072 14.706  0.4277
H 9.767 17.964 15.180  -0.0172
H 8.089 18.176 14.610  0.3336
H 8.648 18.950 16.099  0.3525
H 7.282 22.176 12.105  0.2115
H 7.430 22.844 13.570  0.2997
C 7.360 22.263 8.448  -1.1062
C 6.403 23.254 7.777  1.3731
C 5.177 23.539 8.716  -1.0679
O 4.026 22.701 8.588  -0.3441
C 3.227 22.881 7.414  -0.6548
N 7.193 24.438 7.596  -0.7665
H 7.793 22.597 9.391  0.5691
H 8.149 21.887 7.796  0.3373
H 6.810 21.340 8.629  0.1164
H 6.079 22.926 6.789  -0.4620
H 4.896 24.591 8.659  0.4687
H 5.423 23.398 9.768  0.2151
H 2.950 23.935 7.406  0.3332
H 2.308 22.309 7.289  0.2841
H 3.754 22.715 6.474  0.1814
H 7.433 24.757 8.524  0.3365
H 8.051 24.016 7.271  0.2076
C 13.118 10.720 8.739  -1.1490
C 14.382 9.939 8.368  0.8648
C 15.662 10.667 8.665  -0.9757
O 15.702 11.801 7.901  -0.1176
C 17.034 12.561 7.775  -0.8055
N 14.371 8.598 8.971  -0.8175
H 12.943 10.714 9.815  0.5470
H 12.214 10.290 8.308  0.0101
H 13.304 11.761 8.475  0.1253
H 14.343 9.758 7.294  0.2617
H 16.536 10.052 8.449  0.3925
H 15.703 11.114 9.658  0.2554
H 17.864 11.955 7.412  0.4007
H 17.285 13.029 8.727  0.3291
H 16.931 13.321 7.000  0.0822
H 15.257 8.239 8.644  0.2975
H 13.663 8.056 8.498  0.2944

Calculated values
Frontier orbital gap   7.769 eV
Total energy   -7460.0845 Ha
HOMO energy   -8.818 eV
LUMO energy   -1.0 eV
Largest force on an atom   11.856 eV/A


2.
# C60H49F9IrN2PSb2

A structure of composition C60H49F9IrN2PSb2 in a non-equilibrium geometry (ωB97M-V/def2-TZVPD, the OMol25 dataset).

Each line ends with the Mulliken charge.
Positions of all 124 atoms, in Å:
Ir 0.122 0.196 -0.007  0.5268
C 1.483 0.784 2.941  -1.1128
N 0.581 0.007 2.075  0.3194
C -0.023 -1.013 2.598  -0.3173
C -0.909 -1.767 1.801  0.3099
C -1.692 -2.903 1.982  -1.3189
C -2.313 -3.149 0.752  -0.8540
C -1.892 -2.159 -0.129  -0.4782
N -1.048 -1.322 0.504  0.8575
C 2.848 1.009 2.348  0.2914
C 3.847 0.047 2.480  -0.6095
C 5.112 0.269 1.958  -0.5607
C 5.394 1.461 1.302  -0.5650
C 4.412 2.433 1.181  -0.0717
C 3.145 2.207 1.707  -0.2210
H 1.575 0.252 3.891  0.9385
H 1.020 1.739 3.150  -0.0881
H 0.158 -1.285 3.634  0.7398
H -1.775 -3.485 2.886  0.6267
H -2.991 -3.953 0.518  0.6367
H -2.186 -1.999 -1.151  -0.1022
H 3.634 -0.880 3.003  0.3100
H 5.884 -0.481 2.075  0.4243
H 6.383 1.638 0.901  0.6527
H 4.640 3.376 0.700  0.4805
H 2.387 2.982 1.644  0.2226
C 2.154 1.330 -1.102  -1.4053
C 2.038 1.945 -2.507  -1.1654
C 0.651 1.898 -3.155  -1.6511
Sb -0.279 0.049 -2.679  1.3021
C -2.206 0.211 -3.522  1.3988
C -3.109 -0.851 -3.528  -0.5605
C -4.309 -0.740 -4.214  -0.8562
C -4.614 0.429 -4.899  -0.9119
C -3.718 1.487 -4.899  -0.7989
C -2.515 1.381 -4.212  -0.7925
C 0.607 -1.081 -4.253  1.0981
C -0.216 -1.879 -5.042  -0.9247
C 0.273 -2.432 -6.219  -0.7954
C 1.569 -2.165 -6.630  -0.7312
C 2.387 -1.363 -5.850  -0.8383
C 1.914 -0.834 -4.658  -0.1605
Sb 2.899 -0.668 -0.429  1.3660
C 4.921 -0.358 -0.973  1.2933
C 5.393 0.853 -1.465  -0.7219
C 6.735 0.981 -1.798  -0.6922
C 7.603 -0.088 -1.624  -0.7389
C 7.131 -1.292 -1.119  -0.7746
C 5.791 -1.430 -0.788  -1.1222
C 2.499 -2.305 -1.725  0.5905
C 3.380 -2.794 -2.686  -0.4580
C 3.074 -3.947 -3.391  -0.5791
C 1.884 -4.622 -3.146  -0.7733
C 1.017 -4.166 -2.163  -0.5590
C 1.337 -3.024 -1.442  -0.6177
H 1.219 1.647 -0.500  0.6179
H 2.869 1.895 -0.495  0.0702
H 2.766 1.458 -3.156  0.7740
H 2.358 2.989 -2.448  0.6829
H 0.718 2.005 -4.236  0.9786
H 0.015 2.698 -2.767  0.5379
H -2.877 -1.790 -3.041  0.3763
H -5.002 -1.570 -4.223  0.5210
H -5.548 0.509 -5.439  0.4666
H -3.946 2.394 -5.444  0.4742
H -1.821 2.212 -4.238  0.3647
H -1.243 -2.072 -4.767  0.4246
H -0.374 -3.056 -6.822  0.4694
H 1.940 -2.579 -7.559  0.4148
H 3.401 -1.150 -6.162  0.4600
H 2.586 -0.238 -4.057  0.1956
H 4.738 1.703 -1.600  0.2856
H 7.102 1.919 -2.193  0.4661
H 8.648 0.018 -1.880  0.4437
H 7.806 -2.126 -0.979  0.4801
H 5.434 -2.376 -0.396  0.5654
H 4.303 -2.269 -2.903  0.4292
H 3.760 -4.316 -4.142  0.4363
H 1.648 -5.518 -3.704  0.4314
H 0.110 -4.712 -1.936  0.5343
H 0.683 -2.718 -0.633  0.3748
F -0.712 7.552 -2.804  -0.2439
C -1.050 7.485 -1.507  0.7145
F -0.078 8.084 -0.806  -0.2483
F -2.176 8.178 -1.336  -0.2745
C -1.203 6.043 -1.080  -0.1699
C -2.424 5.545 -0.657  -0.8172
C -2.534 4.215 -0.281  -0.2640
C -1.428 3.364 -0.349  0.6098
C -0.199 3.895 -0.739  -0.4907
C -0.084 5.224 -1.109  -1.0771
P -1.566 1.704 0.399  1.5217
C -1.671 2.212 2.159  0.6994
C -2.489 1.593 3.103  -0.5270
C -2.557 2.077 4.399  -1.3024
C -1.826 3.198 4.764  0.1197
C -1.034 3.846 3.833  -0.5103
C -0.956 3.350 2.541  -0.8541
C -1.940 3.711 6.181  0.6377
F -1.058 4.684 6.428  -0.2739
F -3.167 4.194 6.413  -0.2375
F -1.721 2.721 7.058  -0.2510
C -3.200 1.056 -0.073  0.8881
C -3.888 1.582 -1.170  -0.7556
C -5.146 1.112 -1.506  -1.3458
C -5.716 0.085 -0.770  0.3095
C -5.023 -0.490 0.282  -1.8798
C -3.770 -0.012 0.623  -0.2546
C -7.107 -0.392 -1.117  0.7801
F -8.032 0.415 -0.584  -0.2550
F -7.330 -1.630 -0.662  -0.2824
F -7.301 -0.403 -2.445  -0.2257
H -3.287 6.194 -0.606  0.5913
H -3.483 3.862 0.092  0.6613
H 0.697 3.285 -0.743  0.9453
H 0.874 5.626 -1.411  0.5354
H -3.099 0.741 2.850  0.3881
H -3.193 1.586 5.124  0.4970
H -0.479 4.731 4.111  0.5821
H -0.341 3.879 1.828  0.2596
H -3.461 2.376 -1.764  0.6523
H -5.677 1.543 -2.342  0.5304
H -5.455 -1.313 0.834  0.5619
H -3.233 -0.511 1.417  0.3223

Calculated values
Frontier orbital gap   6.033 eV
Total energy   -4249.8002 Ha
Energy above the lowest of the compared OMol25 structures with the same formula, charge and spin   10.45 kcal per mole
HOMO energy   -12.946 eV
LUMO energy   -6.9 eV
Net charge   +2
Largest force on an atom   1.170 eV/A


Q: Among the records above, which one has the highest LUMO energy?
A: C60H171F4N17O26PbS4


Q: The lowest frontier orbital gap belongs to which entry?
A: C60H49F9IrN2PSb2